# 1
The following is a DFT calculation (ωB97M-V/def2-TZVPD) of 7 unconnected molecules or ions with the total composition C12H41N3O7 in a non-equilibrium geometry.

Last column: Löwdin charge in e.
Cartesian coordinates (Å):
C  10.59755  -18.21733  31.08509  -0.107
O  11.44799  -17.49329  31.94287  -0.174
C  10.91120  -16.27193  32.36008  -0.246
C  11.83121  -15.52890  33.30611  -0.447
C  12.25373  -16.35685  34.50549  -0.071
N  11.20889  -14.29805  33.80379  0.031
H  11.19732  -19.02669  30.67198  0.080
H  10.19558  -17.63706  30.24405  0.082
H  9.75942  -18.60910  31.67635  0.092
H  10.68181  -15.60477  31.51438  0.125
H  9.94950  -16.44303  32.88127  0.128
H  12.75507  -15.24157  32.79064  0.143
H  12.78378  -15.75148  35.23866  0.074
H  12.93791  -17.18436  34.29778  0.077
H  11.37250  -16.82490  34.96265  0.082
H  10.29171  -14.50236  34.18163  0.070
H  11.15446  -13.55678  33.12122  0.066
C  10.60331  -25.17565  27.29286  -0.053
O  11.83112  -25.24066  26.55501  -0.263
C  12.44524  -26.51125  26.62857  -0.198
C  13.51184  -26.64299  25.53642  -0.401
C  14.71168  -25.75380  25.87589  -0.064
N  12.90972  -26.23388  24.23643  0.042
H  9.92759  -25.92902  26.87149  0.096
H  10.21897  -24.17059  27.18105  0.077
H  10.79290  -25.51554  28.31471  0.096
H  12.91406  -26.62516  27.61161  0.131
H  11.68579  -27.28573  26.46730  0.128
H  13.83538  -27.68077  25.46463  0.130
H  15.15034  -25.99470  26.84950  0.080
H  14.38505  -24.71583  25.95634  0.066
H  15.50594  -25.86329  25.13723  0.078
H  13.64545  -25.73715  23.74188  0.063
H  12.21761  -25.51666  24.42778  0.059
C  7.34776  -22.21489  29.00172  -0.098
O  7.03894  -21.85519  27.67260  -0.176
C  8.11003  -21.24158  26.99404  -0.215
C  8.40663  -19.84234  27.46698  -0.442
C  7.21289  -18.88472  27.40531  -0.050
N  9.63547  -19.33907  26.78225  0.036
H  7.56473  -21.34886  29.63166  0.082
H  8.21065  -22.89023  29.03364  0.085
H  6.47152  -22.73618  29.37878  0.091
H  9.01812  -21.85732  27.06435  0.109
H  7.84962  -21.24451  25.93124  0.136
H  8.68322  -19.83682  28.52999  0.117
H  6.59267  -19.01742  28.29807  0.077
H  6.54553  -19.03063  26.55452  0.083
H  7.53809  -17.84436  27.46739  0.074
H  9.89702  -18.46438  27.23594  0.076
H  9.28652  -18.98481  25.88763  0.085
O  13.05694  -22.32867  30.48735  -0.070
H  12.42611  -23.04905  30.41169  0.026
H  12.59376  -21.56831  30.10360  -0.012
O  11.52615  -20.98509  28.56724  -0.084
H  10.85283  -20.39641  28.20269  -0.003
H  11.70496  -21.63535  27.85831  0.004
O  12.35134  -22.51509  26.42061  -0.049
H  12.18192  -23.46797  26.29043  0.017
H  13.30591  -22.41308  26.34401  0.060
O  15.08243  -20.32869  28.72218  -0.061
H  15.55507  -20.53032  29.53533  0.035
H  14.20265  -20.69882  28.86086  -0.005

Computed properties:
**F_max**: 1.5 eV Å⁻¹
**SMILES string**: COC[C@H](C)N.COC[C@H](C)N.COC[C@H](C)N.O.O.O.O
**Gap between HOMO and LUMO**: 9.81 eV
**Electronic energy**: -31910.5301 eV
**ΔE to the lowest compared entry with this formula, charge and spin**: 59.0 kJ/mol

=====

# 2
The following is a DFT calculation (ωB97M-V/def2-TZVPD) of a single C4H8N2O molecule in a non-equilibrium geometry.

Last column: Löwdin charge in e.
Cartesian coordinates (Å):
C  -0.24344  -2.23542  0.97504  -0.023
N  0.19424  -1.29043  0.26273  0.012
C  -0.18725  0.03701  0.49098  -0.359
C  -0.07648  0.66751  1.66052  0.094
C  -0.59123  0.79071  -0.75829  -0.442
N  0.82894  0.72257  -1.76762  0.140
O  -0.67602  2.08563  -0.72402  -0.186
H  -0.96845  -2.09595  1.78296  0.085
H  0.16320  -3.23187  0.83125  0.068
H  0.27745  0.16764  2.55083  0.063
H  -0.35679  1.70818  1.71845  0.067
H  -1.30976  0.20104  -1.35560  0.127
H  0.77061  1.81521  -1.47398  0.162
H  1.55006  0.08538  -1.44407  0.092
H  0.62491  0.57278  -2.74916  0.101

Computed properties:
**F_max**: 2.4 eV Å⁻¹
**SMILES string**: C=NC(=C)[C@H]([NH3+])[O-]
**Gap between HOMO and LUMO**: 9.53 eV
**Electronic energy**: -9302.5393 eV
**ΔE to the lowest compared entry with this formula, charge and spin**: 371.8 kJ/mol

=====

# 3
The following is a DFT calculation (ωB97M-V/def2-TZVPD) of a molecular structure, C25H27AsAuN2S5Sb.

Last column: Löwdin charge in e.
Cartesian coordinates (Å):
Au  -1.17954  1.53807  1.82680  0.494
S  2.20656  4.02827  5.27116  -0.229
Sb  0.36461  3.03217  4.37209  -0.239
S  0.32169  0.80026  3.68921  -0.067
S  -0.74380  3.87575  2.51036  -0.097
S  -0.80810  3.35350  6.38806  -0.107
C  4.64034  -3.86407  -1.46100  -0.069
C  3.33573  -3.14111  -1.25392  -0.290
C  2.71598  -2.46056  -2.28543  -0.038
C  1.52365  -1.76461  -2.08884  -0.296
C  0.93649  -1.03972  -3.27450  -0.087
C  0.92338  -1.72745  -0.82209  -0.278
As  -0.81252  -0.72809  -0.77530  1.312
N  -1.32717  -0.49410  0.97553  -0.338
C  -2.26142  -1.36305  1.46410  -0.447
C  -2.55270  -2.62250  0.88466  -0.117
C  -3.49677  -3.48010  1.42716  -0.139
C  -4.18996  -3.15233  2.58254  -0.154
C  -3.90489  -1.92674  3.18208  -0.123
C  -2.97693  -1.05854  2.64575  -0.070
C  -0.13351  1.09062  -1.09877  -0.324
C  -0.91717  1.88687  -1.94744  -0.320
C  -2.13771  1.35028  -2.65124  -0.114
C  -0.59317  3.22601  -2.12863  -0.031
C  0.49435  3.80076  -1.48978  -0.271
C  0.76686  5.27622  -1.59767  -0.054
C  1.28885  2.99475  -0.69087  -0.039
C  0.99907  1.64972  -0.47949  -0.292
C  1.92189  0.88464  0.43045  -0.076
C  1.53203  -2.44142  0.22936  -0.267
C  0.98627  -2.48578  1.63189  -0.053
C  2.72042  -3.12406  -0.00945  -0.032
H  4.86970  -3.96291  -2.52277  0.064
H  4.61233  -4.86443  -1.02459  0.070
H  5.46694  -3.32635  -0.99017  0.075
H  3.16424  -2.46412  -3.27522  0.104
H  1.37218  -1.41482  -4.20199  0.068
H  1.12516  0.03445  -3.21296  0.079
H  -0.14699  -1.16750  -3.32814  0.041
H  -2.02388  -2.93649  -0.00954  0.054
H  -3.68113  -4.42995  0.93547  0.086
H  -4.92222  -3.82735  3.00733  0.074
H  -4.42130  -1.63585  4.09006  0.091
H  -2.78243  -0.11593  3.14243  0.063
H  -2.84956  0.92882  -1.94163  0.053
H  -1.87209  0.56051  -3.36040  0.056
H  -2.64489  2.15266  -3.18428  0.057
H  -1.24738  3.84388  -2.73447  0.103
H  0.25624  5.71000  -2.45824  0.068
H  1.83615  5.47687  -1.68914  0.070
H  0.41108  5.79009  -0.70199  0.081
H  2.13232  3.43226  -0.16646  0.116
H  2.42601  1.56989  1.11191  0.076
H  2.67625  0.34056  -0.14465  0.085
H  1.38021  0.17225  1.04192  -0.002
H  -0.02112  -2.89681  1.66438  0.065
H  0.92745  -1.49233  2.07700  0.019
H  1.62868  -3.10511  2.25992  0.072
H  3.18376  -3.65724  0.81576  0.108
S  -4.24141  4.07452  -1.08119  0.384
C  -3.41358  3.03066  -0.12327  -0.988
N  -2.84346  2.26611  0.54815  -0.041

Computed properties:
**F_max**: 0.3 eV Å⁻¹
**Net charge**: -2
**Gap between HOMO and LUMO (spin up / spin down)**: 5.74 / 5.00 eV
**Electronic energy**: -154591.8158 eV
**ΔE to the lowest compared entry with this formula, charge and spin**: 0.0 kJ/mol
**<S²>**: 2.014
**2S+1**: 3

=====

# 4
The following is a DFT calculation (ωB97M-V/def2-TZVPD) of a molecular structure, C23H50N2O2P3Zr in a non-equilibrium geometry.

Last column: Löwdin charge in e.
Cartesian coordinates (Å):
Zr  -0.95881  -0.45611  -0.68628  1.346
P  -0.10147  0.46883  -3.35301  0.919
C  -0.41350  -1.22726  -3.98268  -0.197
C  -0.77015  -2.46758  -3.17699  -0.287
N  -0.99083  -2.45431  -1.83487  -0.033
C  -1.34786  -3.62065  -1.21461  -0.287
C  -1.43185  -4.81430  -1.91316  0.030
C  -1.22321  -4.83108  -3.28753  0.041
C  -0.89001  -3.63754  -3.90859  0.008
C  -1.67630  -3.62961  0.26582  -0.270
P  -2.41636  -2.04942  0.87433  0.804
H  -0.71640  -3.57822  -4.98228  0.144
H  -1.68879  -5.71877  -1.36217  0.146
H  -1.32539  -5.74719  -3.86441  0.147
H  -2.40906  -4.41983  0.48469  0.112
H  -0.78219  -3.84197  0.87740  0.116
H  -1.18383  -1.09760  -4.74304  0.116
H  0.50751  -1.47062  -4.55071  0.134
H  -5.50583  0.08260  -4.75421  0.018
O  -6.09220  -0.36082  -4.13697  -0.059
H  -5.98602  -1.30337  -4.35507  0.042
H  -0.56337  1.05532  -2.07999  0.006
O  -2.33675  0.87358  -0.92442  -0.421
H  -3.07728  1.44549  -1.17843  0.072
C  -4.15605  -2.27577  0.39168  -0.225
H  -4.52308  -3.25406  0.73087  0.075
H  -4.75545  -1.47923  0.85094  0.071
H  -4.26690  -2.19774  -0.69737  0.055
C  -2.45923  -2.28816  2.67111  -0.225
H  -2.85373  -1.37448  3.13381  0.063
H  -3.10054  -3.14040  2.93620  0.080
H  -1.45069  -2.45830  3.06776  0.043
C  1.64000  0.83120  -3.62775  -0.183
H  1.85230  0.96016  -4.69979  0.097
H  1.89412  1.75748  -3.09690  0.068
H  2.26743  0.02067  -3.23364  0.074
C  -1.05378  1.56166  -4.42702  -0.170
H  -1.03281  2.56612  -3.98576  0.085
H  -0.61642  1.59356  -5.43429  0.093
H  -2.09441  1.21266  -4.46855  0.077
C  0.92508  3.47924  0.02390  -0.080
C  0.63683  2.89999  1.41869  -0.595
C  1.27108  3.80170  2.49121  -0.055
C  -0.89405  2.90345  1.59925  -0.079
P  1.31212  1.14418  1.50594  0.978
N  0.41235  0.28678  0.48536  -0.403
C  3.09798  1.04603  0.92961  -0.596
C  3.99398  2.10833  1.59585  -0.057
C  3.66120  -0.35507  1.22278  -0.078
C  3.16567  1.23965  -0.58912  -0.107
C  1.11092  0.37703  3.20755  -0.593
C  2.17669  0.89756  4.19080  -0.055
C  -0.28332  0.69828  3.76654  -0.081
C  1.22133  -1.15548  3.09292  -0.090
H  0.36039  4.41811  -0.08225  0.105
H  0.57827  2.80060  -0.76852  0.052
H  1.98257  3.72521  -0.13026  0.077
H  0.84572  4.81064  2.37427  0.111
H  1.04438  3.46982  3.51241  0.077
H  2.35771  3.89471  2.37737  0.072
H  -1.38114  2.16706  0.94940  0.040
H  -1.20218  2.72540  2.63281  0.069
H  -1.26579  3.89759  1.30977  0.105
H  3.91169  2.12142  2.68887  0.075
H  5.03974  1.86210  1.35280  0.112
H  3.80524  3.11671  1.20579  0.080
H  2.99523  -1.14068  0.84803  0.080
H  4.61817  -0.45560  0.68955  0.104
H  3.87484  -0.52064  2.28466  0.078
H  2.44394  0.59231  -1.09350  0.026
H  2.99292  2.27130  -0.90818  0.064
H  4.17107  0.95911  -0.93709  0.111
H  2.15688  1.99020  4.29537  0.077
H  1.95579  0.47278  5.18311  0.114
H  3.19174  0.57770  3.92431  0.076
H  -1.07279  0.44564  3.04611  0.064
H  -0.45104  0.08212  4.66350  0.106
H  -0.37836  1.74474  4.07954  0.081
H  0.60788  -1.52839  2.26438  0.039
H  2.24813  -1.50084  2.94694  0.069
H  0.85033  -1.60569  4.02544  0.102

Computed properties:
**F_max**: 3.8 eV Å⁻¹
**Net charge**: +3
**Gap between HOMO and LUMO**: 7.26 eV
**Electronic energy**: -60862.0040 eV